The molecule C25H28N2O5, computed with ωB97M-V/def2-TZVPD.

Energy above the lowest of the compared OMol25 structures with the same formula, charge and spin: 5.8 kcal/mol
F_max: 0.69 eV Å⁻¹
SMILES: CCCC[C@]1(C(=O)OCC)N[C@H](c2ccc(O)cc2)[C@H]2C(=O)N(c3ccccc3)C(=O)[C@H]21
Highest occupied orbital energy: -8.65 eV

XYZ file:
```
60
Properties=species:S:1:pos:R:3:mulliken_charge:R:1
C -3.5682 -3.4291 -0.6705 -1.24
C -3.5162 -2.4636 0.5077 -0.41
C -2.1038 -1.9683 0.8132 -0.84
C -1.5139 -1.1440 -0.3303 -1.48
C -0.3171 -0.3075 0.1369 1.39
C 0.8523 -1.1908 0.5911 -0.57
O 1.5727 -0.8712 1.5065 -0.61
O 0.9769 -2.2942 -0.1177 -0.23
C 2.0564 -3.1735 0.2227 -0.31
C 3.4033 -2.6435 -0.2449 -1.02
N -0.6808 0.5528 1.2461 -0.43
C -0.9750 1.8792 0.7176 0.05
C -2.4368 1.9182 0.3222 -0.29
C -2.9101 2.2648 -0.9330 -0.11
C -4.2664 2.2323 -1.2134 -0.90
C -5.1763 1.8458 -0.2397 1.01
O -6.5139 1.7896 -0.4748 -0.57
C -4.7101 1.4992 1.0261 -0.99
C -3.3601 1.5415 1.2955 -0.21
C 0.0252 2.0381 -0.4390 0.03
C 1.4155 2.3516 0.0974 -0.47
O 1.7166 3.2450 0.8408 -0.63
N 2.2919 1.4333 -0.4542 0.50
C 3.6869 1.4138 -0.1894 0.04
C 4.5880 1.2956 -1.2379 -0.01
C 5.9434 1.2492 -0.9642 -0.85
C 6.3952 1.3296 0.3421 -0.37
C 5.4887 1.4498 1.3822 -0.86
C 4.1306 1.4868 1.1235 0.01
C 1.6618 0.4846 -1.2450 -0.86
O 2.2189 -0.3197 -1.9437 -0.60
C 0.1775 0.6437 -1.0277 0.48
H -2.8980 -4.2695 -0.5030 0.30
H -3.2753 -2.9340 -1.5924 0.27
H -4.5768 -3.8156 -0.7985 0.42
H -4.1582 -1.6032 0.3050 0.16
H -3.9073 -2.9657 1.3952 0.40
H -2.1369 -1.3361 1.7018 0.48
H -1.4552 -2.8204 1.0259 0.25
H -1.1895 -1.7910 -1.1448 0.61
H -2.2793 -0.4597 -0.6999 0.71
H 1.8064 -4.1104 -0.2787 0.37
H 2.0586 -3.3180 1.3084 0.36
H 3.3465 -2.3570 -1.2917 0.21
H 4.1579 -3.4148 -0.1197 0.49
H 3.6904 -1.7711 0.3373 0.20
H 0.0859 0.5794 1.9147 0.47
H -0.7970 2.6361 1.4890 0.81
H -2.2377 2.5638 -1.7223 0.27
H -4.6176 2.5062 -2.1999 0.29
H -6.7008 2.0607 -1.3817 0.28
H -5.4230 1.2014 1.7780 0.43
H -2.9981 1.2646 2.2729 0.37
H -0.2520 2.8136 -1.1526 0.49
H 4.2295 1.2316 -2.2529 0.42
H 6.6478 1.1536 -1.7768 0.40
H 7.4543 1.2967 0.5499 0.40
H 5.8381 1.5081 2.4019 0.37
H 3.4175 1.5654 1.9280 0.41
H -0.3834 0.4466 -1.9395 0.73
```